No. 1
Here is C6H12 in the gas phase in a non-equilibrium geometry from the OMol25 dataset. Energies are from ωB97M-V/def2-TZVPD.

Its total charge is 0. Its HOMO-LUMO gap is 10.300 eV. The calculation puts the LUMO energy at 1.190 eV.

```
18
Properties=species:S:1:pos:R:3:forces:R:3:mulliken_charge:R:1
C -0.10765 1.64418 2.50145 -0.58 -1.12 -0.27 -1.07
C -0.63887 0.63335 1.49204 -0.14 0.60 0.46 -0.01
C 0.15594 0.02082 0.63473 0.47 -0.08 -1.09 -0.32
C -0.09223 -1.18188 -0.26581 -0.36 0.18 1.15 -0.91
C -0.29157 -1.02533 -1.76500 -0.26 1.02 0.48 -0.31
C 0.81134 -0.15761 -2.39536 -0.03 -0.92 0.35 -1.10
H 0.44492 2.41194 1.95626 -0.05 0.21 0.67 0.31
H 0.48953 1.07436 3.21220 0.61 0.29 -0.12 0.28
H -0.93884 1.96542 3.13004 0.09 0.77 -0.35 0.32
H -1.71554 0.49141 1.56427 0.13 -0.62 -0.22 0.35
H 1.21222 0.33655 0.57011 -0.46 0.08 0.37 0.25
H 0.85613 -1.69700 -0.12006 -0.08 -0.71 -0.13 0.32
H -0.90247 -1.78021 0.18676 0.30 0.07 -0.29 0.35
H -0.36049 -2.02768 -2.15982 0.41 -0.33 -0.43 0.31
H -1.27884 -0.60003 -1.98296 0.12 0.17 0.11 0.29
H 0.69521 0.89679 -2.16138 -0.42 0.15 -0.41 0.31
H 0.85300 -0.39987 -3.45699 0.18 0.59 -0.07 0.33
H 1.77837 -0.38715 -1.93761 0.05 -0.36 -0.21 0.30
```
Positions in Å, forces in eV/Å.



No. 2
Here is a molecular structure, C18H18Br2N2O3S from the OMol25 dataset. Energies are from ωB97M-V/def2-TZVPD.

Its total charge is 0. Its HOMO-LUMO gap is 7.765 eV. The calculation puts the LUMO energy at -1.469 eV.

```
44
Properties=species:S:1:pos:R:3:forces:R:3:mulliken_charge:R:1
C 0.45504 -3.50890 -0.85218 0.04 -0.38 -0.32 -1.17
C 0.49370 -3.49324 -2.37972 -0.28 0.23 0.43 0.06
Br 2.35321 -3.21144 -2.93856 -0.07 0.00 -0.12 -0.15
C -0.45210 -2.47445 -3.06115 0.24 0.21 0.18 -0.90
Br -1.97711 -3.48998 -3.76633 -0.05 0.08 -0.07 -0.10
C -0.89053 -1.32031 -2.18184 0.06 0.27 0.11 0.62
C -2.04223 -1.51146 -1.35632 -0.17 0.41 0.52 -0.58
C -2.50697 -0.58133 -0.48192 -0.04 -0.20 0.00 -1.09
C -1.81724 0.65211 -0.38517 0.18 -0.42 -0.28 0.68
N -2.09311 1.69102 0.39346 -0.28 0.32 0.31 -0.74
S -1.00305 2.82251 0.06564 0.03 -0.19 -0.11 0.16
N -0.13615 2.06391 -1.04654 0.15 0.36 0.00 -0.54
C -0.67642 0.85645 -1.21207 0.16 0.04 -0.26 0.93
C -0.19258 -0.13177 -2.13129 -0.14 -0.68 -0.21 -0.06
C 0.99757 0.19008 -2.98803 0.07 0.44 0.30 -0.92
C 2.27803 0.52929 -2.21884 0.07 0.26 -0.33 -0.47
C 3.41818 0.70588 -3.21652 -0.64 -0.37 0.13 -0.58
O 4.67337 0.90793 -2.61458 0.12 0.19 0.04 -0.52
H 0.69649 -4.51121 -0.51621 0.20 -0.11 0.13 0.38
H 1.18645 -2.82714 -0.44272 -0.01 0.29 0.20 0.36
H -0.52905 -3.27477 -0.46310 -0.14 0.09 -0.01 0.31
H 0.24020 -4.47371 -2.74696 0.14 -0.20 -0.24 0.49
H 0.00588 -2.07544 -3.94917 0.13 -0.10 -0.28 0.66
H -2.57414 -2.44348 -1.41527 -0.07 -0.20 -0.10 0.38
H -3.37471 -0.77499 0.12728 -0.11 0.02 0.07 0.46
H 1.23581 -0.60505 -3.67698 -0.11 -0.32 -0.17 0.23
H 0.73891 1.06226 -3.59143 -0.03 0.11 -0.09 0.45
H 2.14051 1.46996 -1.70158 0.00 0.07 0.33 0.25
H 2.51686 -0.24282 -1.48814 0.01 -0.20 0.05 0.48
H 3.42080 -0.16128 -3.88367 0.22 -0.12 -0.10 0.26
H 3.17938 1.57422 -3.82284 0.24 0.22 -0.16 0.33
H 4.73688 0.30985 -1.86589 0.10 -0.08 0.04 0.34
C -0.97627 2.65676 6.48498 0.04 -0.04 0.00 -0.39
C -0.23901 1.63806 6.05144 -0.01 0.03 0.03 -0.37
C -0.41352 1.08994 4.68245 0.01 0.00 0.00 0.26
O 0.25764 0.16126 4.28632 0.00 0.00 0.00 -0.55
C -1.44012 1.72226 3.81694 -0.01 -0.02 0.01 -0.23
C -2.17720 2.74097 4.25055 0.02 -0.01 -0.03 -0.37
C -2.00354 3.29010 5.61868 -0.01 0.02 0.00 0.33
O -2.67272 4.21921 6.01514 0.00 0.00 0.01 -0.54
H -0.86686 3.07233 7.47857 -0.02 0.02 -0.01 0.41
H 0.51532 1.16301 6.66568 0.01 -0.02 -0.02 0.41
H -1.55392 1.30899 2.82329 -0.01 -0.02 0.00 0.58
H -2.93167 3.21440 3.63459 -0.01 0.01 0.02 0.45
```
Positions in Å, forces in eV/Å.



No. 3
Here is a molecular structure, C26H24IrN2O7PS4 in a non-equilibrium geometry from the OMol25 dataset. Energies are from ωB97M-V/def2-TZVPD.

Its total charge is 0. Its HOMO-LUMO gap (alpha / beta) is 5.639 / 5.788 eV. The calculation puts the LUMO energy (alpha / beta) at -1.074 / -0.981 eV.

```
65
Properties=species:S:1:pos:R:3:forces:R:3:mulliken_charge:R:1
Ir -0.36510 0.08038 0.02161 -1.19 1.97 -0.42 2.38
C -0.47962 1.05679 4.08484 -0.01 -0.01 -0.02 -1.36
C 0.04434 0.17288 3.00309 -0.02 -0.05 0.09 0.89
O -0.70102 -0.17323 2.07243 -0.09 0.06 -0.13 -0.56
N 1.31248 -0.24630 3.07193 0.07 0.09 -0.16 0.04
C 1.87506 -1.11087 2.04361 -0.07 -0.08 0.01 -1.75
C 2.54297 -0.31474 0.96003 -0.01 -0.13 0.08 1.29
C 3.87826 0.03453 1.06928 -0.02 -0.05 -0.05 -0.81
C 4.46085 0.82538 0.09490 -0.02 0.00 -0.03 -0.32
C 3.67811 1.23163 -0.96993 0.02 0.00 0.06 -0.93
C 2.35300 0.84524 -1.02002 -0.08 -0.03 -0.16 -0.15
N 1.78192 0.08330 -0.07361 -0.36 -0.49 0.17 -0.10
H -1.50167 0.76007 4.30969 0.00 -0.02 0.00 0.31
H -0.51377 2.06962 3.67730 -0.01 0.00 0.00 0.29
H 0.12966 1.03281 4.98613 0.00 0.01 -0.01 0.42
H 1.92943 0.20275 3.72896 -0.03 -0.10 0.09 0.23
H 1.05221 -1.68521 1.61832 0.05 -0.08 0.04 0.30
H 2.57941 -1.80029 2.50649 0.03 0.06 0.02 0.56
H 4.45093 -0.32301 1.91475 -0.01 0.00 0.01 0.41
H 5.50094 1.11368 0.16547 0.00 0.00 0.00 0.43
H 4.07457 1.85041 -1.76162 -0.01 -0.01 -0.01 0.46
H 1.71164 1.13434 -1.83687 -0.01 0.01 0.01 0.59
O -2.57718 0.54087 -2.44815 0.16 0.58 0.07 -0.07
S -1.30105 1.10846 -2.79282 -0.46 -0.38 -0.37 1.03
O -0.93170 1.02997 -4.17760 0.18 -0.01 0.08 -0.80
O -0.19532 0.47717 -1.96900 0.14 0.15 0.28 -0.74
C -1.21895 2.86773 -2.39341 0.19 -0.04 -0.02 -0.07
C -0.94287 3.66719 -3.50127 -0.14 0.00 -0.01 -0.63
C -0.74744 5.03220 -3.37727 -0.02 0.01 0.01 -0.63
C -0.81473 5.62576 -2.13015 0.00 0.01 0.00 -0.63
C -1.08576 4.84558 -1.02060 -0.10 -0.01 0.03 -0.94
C -1.29105 3.47390 -1.13436 -0.01 0.04 -0.01 0.15
S -1.51480 2.68252 0.45199 0.29 0.64 0.18 1.17
O -2.21915 3.62122 1.27665 -0.08 -0.36 -0.13 -0.74
O -2.20956 1.39744 0.21903 0.48 -1.05 -0.14 -0.52
O -0.14089 2.40039 0.92237 0.30 -0.51 -0.22 -0.79
H -0.88827 3.19433 -4.46967 0.03 -0.01 0.00 0.61
H -0.54134 5.62322 -4.25973 0.00 0.00 0.00 0.40
H -0.66164 6.69055 -2.01479 0.00 0.00 0.00 0.41
H -1.15977 5.29277 -0.03964 0.01 0.02 0.00 0.52
S -4.03653 -2.75611 0.85960 -0.71 -0.07 -0.27 -0.50
P -3.70703 -1.62252 -0.73767 -0.51 -1.05 1.29 1.19
S -1.64717 -1.81934 -0.43970 1.75 0.46 0.04 -0.56
C -4.14396 -2.51366 -2.25825 0.21 0.25 -0.21 -0.01
C -3.59565 -2.16887 -3.49287 0.00 -0.05 0.00 0.05
C -3.94297 -2.88673 -4.62632 0.00 0.02 -0.02 -0.79
C -4.83457 -3.94646 -4.53681 0.00 -0.01 0.00 -0.42
C -5.37830 -4.29162 -3.30858 0.03 0.03 -0.03 -0.64
C -5.03180 -3.58081 -2.16887 -0.10 -0.02 0.01 -0.61
C -4.70933 -0.12935 -0.65850 0.14 0.21 -0.10 0.83
C -5.37281 0.34423 -1.78502 0.02 0.01 0.04 -0.30
C -6.22461 1.43103 -1.67209 -0.02 0.03 0.00 -0.69
C -6.40032 2.05112 -0.44349 -0.02 0.03 -0.02 -0.54
C -5.73680 1.57792 0.67997 0.03 -0.02 -0.01 -0.63
C -4.89707 0.48284 0.57675 -0.02 0.01 -0.04 -0.67
H -2.90254 -1.34316 -3.56396 0.00 -0.04 -0.01 0.45
H -3.51143 -2.61505 -5.58074 0.00 -0.01 -0.02 0.43
H -5.10015 -4.50734 -5.42373 -0.01 0.00 -0.01 0.37
H -6.06909 -5.12100 -3.23269 -0.01 -0.01 0.00 0.39
H -5.44257 -3.85679 -1.20689 0.04 0.03 0.03 0.33
H -5.22026 -0.12610 -2.74638 -0.01 0.00 0.00 0.39
H -6.74621 1.79649 -2.54692 0.00 0.01 -0.01 0.40
H -7.05708 2.90779 -0.36055 -0.01 0.00 0.00 0.38
H -5.86861 2.06488 1.63686 -0.01 0.01 0.01 0.40
H -4.38109 0.10213 1.44690 0.00 -0.05 0.00 0.39
```
Positions in Å, forces in eV/Å.



No. 4
Here is a molecular structure, C5H14CsN3P in a non-equilibrium geometry from the OMol25 dataset. Energies are from ωB97M-V/def2-TZVPD.

Its total charge is +1. Its HOMO-LUMO gap is 8.395 eV. The calculation puts the LUMO energy at -3.774 eV.

```
24
Properties=species:S:1:pos:R:3:forces:R:3:mulliken_charge:R:1
N 2.83479 0.23138 1.54936 0.14 -0.03 0.25 -0.73
C 2.35866 0.04947 0.39226 -0.15 0.02 0.35 0.68
N 2.47300 1.15736 -0.48825 -0.18 -0.14 0.30 -0.62
N 1.79231 -1.12030 -0.07739 -0.25 0.21 -0.05 -0.26
C 0.78305 -1.15314 -1.11992 -0.37 -0.19 -0.16 -0.73
C -0.68227 -0.98221 -0.65485 0.16 0.15 0.01 -0.29
C -0.87082 -0.16841 0.62379 -0.36 0.03 -0.11 0.06
C -2.35368 -0.11785 1.04261 0.22 -0.04 -0.26 -1.04
P -3.31918 1.37448 0.52002 -0.45 -0.03 0.43 0.01
H 2.78042 -0.59568 2.13792 0.08 0.03 -0.02 0.22
H 2.69593 1.92306 0.14524 0.36 0.07 -0.12 0.31
H 1.63379 1.42666 -0.99535 2.37 -3.04 3.98 0.22
H 1.51438 -1.67922 0.71891 0.24 -0.27 -0.18 0.29
H 0.86344 -2.10812 -1.64188 0.08 0.06 -0.03 0.26
H 1.00155 -0.41019 -1.88639 0.38 0.02 0.02 -0.03
H -1.23867 -0.49545 -1.46596 -0.10 -0.15 0.03 0.16
H -1.13489 -1.96779 -0.52743 0.02 0.03 0.08 0.38
H -0.53707 0.86518 0.46288 0.27 -0.09 0.18 0.04
H -0.28204 -0.58476 1.44248 0.05 0.05 -0.06 0.24
H -2.44879 -0.21810 2.12246 -0.03 0.03 -0.02 0.46
H -2.87402 -0.96091 0.58015 -0.07 -0.07 0.28 0.38
H -3.63030 0.95793 -0.79176 0.28 0.16 -0.21 0.01
H -2.22893 2.22553 0.21547 0.05 0.00 -0.27 -0.05
Cs 0.86936 2.35108 -2.30439 -2.71 3.17 -4.40 1.03
```
Positions in Å, forces in eV/Å.



No. 5
Here is a molecular structure, C27H26N9O8P2Sn from the OMol25 dataset. Energies are from ωB97M-V/def2-TZVPD.

Its total charge is -1. Its HOMO-LUMO gap is 7.338 eV. The calculation puts the LUMO energy at 1.972 eV.

```
73
Properties=species:S:1:pos:R:3:forces:R:3:mulliken_charge:R:1
Sn 0.16903 0.40897 -0.29142 0.02 -0.02 0.46 2.37
O -2.57712 -1.23992 3.19493 -0.13 -0.03 0.08 -0.75
C -2.10386 -2.48613 3.35896 -0.03 -0.03 -0.06 0.21
C -2.88552 -3.39347 4.07826 -0.03 -0.01 0.00 -0.59
C -2.46440 -4.69744 4.24927 0.01 0.02 0.00 -0.30
C -1.25464 -5.12624 3.70815 -0.01 -0.03 -0.01 -0.78
C -0.47344 -4.22710 3.00633 0.00 0.02 0.02 -0.38
C -0.87270 -2.90354 2.82412 -0.01 0.04 -0.01 0.30
C -0.03692 -1.94721 2.04382 0.03 0.01 -0.06 0.54
O -0.53344 -0.79420 1.79745 0.07 -0.01 -0.05 -0.66
N 1.13982 -2.39561 1.63878 -0.14 -0.05 0.00 -1.03
N 1.79181 -1.45323 0.90465 -0.02 0.19 -0.19 0.54
C 2.85747 -1.82817 0.31636 -0.11 -0.13 0.07 -0.72
C 3.62213 -0.91125 -0.52749 0.10 0.12 -0.02 0.86
C 4.68415 -1.41309 -1.27933 -0.06 -0.03 0.00 -0.93
C 5.40123 -0.56285 -2.09801 -0.02 0.04 -0.02 -0.44
C 5.03980 0.77428 -2.14760 0.01 -0.01 0.01 -0.86
C 3.97618 1.19044 -1.36233 0.03 -0.03 -0.07 0.21
N 3.28334 0.38493 -0.56488 0.07 0.18 0.19 -0.02
H -1.89721 -0.76859 2.63924 0.08 0.00 -0.02 0.27
H -3.82423 -3.04422 4.48954 0.00 0.00 0.00 0.43
H -3.08223 -5.38673 4.81280 -0.01 -0.01 -0.01 0.39
H -0.93043 -6.15114 3.83470 0.01 0.01 0.01 0.39
H 0.47292 -4.52329 2.57474 0.00 -0.01 0.00 0.46
H 3.19460 -2.86275 0.39225 0.05 0.00 0.04 0.27
H 4.92296 -2.46717 -1.22312 0.00 0.00 0.00 0.42
H 6.22590 -0.93708 -2.69090 -0.02 0.00 -0.01 0.41
H 5.57058 1.48363 -2.76694 -0.02 0.00 -0.02 0.43
H 3.66988 2.23093 -1.36870 -0.01 0.05 0.00 0.14
N -0.01189 5.57718 0.20951 -0.04 -0.08 -0.20 -0.19
C 1.07452 4.58711 -0.19967 0.00 -0.23 0.10 0.88
C 2.34321 5.39004 -0.45812 0.01 0.04 -0.04 -1.84
P 1.26177 3.53151 1.33658 -0.05 0.00 -0.01 0.54
O 2.72770 2.89471 1.16604 -0.03 -0.09 -0.17 -0.63
O 1.26490 4.55814 2.41122 0.03 -0.01 0.00 -0.84
O 0.20194 2.46924 1.29115 0.02 -0.07 -0.09 -0.72
P 0.35810 3.87881 -1.78494 -0.19 0.30 -0.19 0.85
O 1.64454 3.80680 -2.76084 0.04 -0.09 0.09 -0.65
O -0.55590 5.00073 -2.20412 0.10 -0.10 0.11 -0.96
O -0.18958 2.49452 -1.65605 0.05 -0.09 0.08 -0.62
H 0.40547 6.42511 0.58212 0.02 -0.02 0.04 0.33
H -0.58263 5.17443 0.95316 -0.03 0.03 0.00 0.31
H -0.54521 5.70775 -0.70224 0.04 0.12 0.12 0.46
H 2.64982 5.89166 0.46323 0.00 0.00 0.00 0.58
H 2.19924 6.12324 -1.25587 0.00 -0.01 -0.01 0.47
H 3.14588 4.72038 -0.75378 0.00 0.02 -0.03 0.16
H 2.72397 2.00536 0.76656 -0.04 -0.06 0.11 0.43
H 1.71803 2.89803 -3.08193 0.03 0.00 -0.04 0.37
C -4.21001 2.23631 -0.01837 0.00 0.00 0.01 -0.91
C -5.12617 1.20031 -0.05944 -0.01 -0.01 0.00 -0.49
C -4.67096 -0.10423 -0.14541 -0.01 0.00 0.04 -0.78
C -3.30151 -0.33699 -0.19051 0.01 0.03 -0.02 0.25
N -2.42614 0.66963 -0.16294 0.02 0.01 -0.04 0.35
C -2.86160 1.92114 -0.07512 -0.05 -0.01 0.05 -0.02
C -2.74492 -1.71283 -0.32041 0.06 0.03 -0.02 1.07
C -3.47145 -2.83183 0.06098 -0.07 -0.02 0.00 -0.93
C -2.91217 -4.08610 -0.12158 -0.01 0.00 0.03 -0.57
C -1.64893 -4.18220 -0.67286 0.07 0.01 0.02 -0.98
C -0.98380 -3.01036 -1.00618 0.01 0.12 0.03 -0.05
N -1.51489 -1.80473 -0.83215 0.01 0.05 0.03 -0.02
H -4.52826 3.26739 0.04560 0.02 0.01 -0.01 0.42
H -6.18927 1.40372 -0.03625 0.00 0.00 0.01 0.41
H -5.36982 -0.92713 -0.19623 0.01 0.02 -0.01 0.37
H -2.09012 2.67987 -0.05455 0.01 0.00 -0.01 0.15
H -4.44767 -2.72695 0.51367 0.03 -0.01 0.02 0.27
H -3.45491 -4.97455 0.17440 0.01 0.01 0.03 0.43
H -1.16736 -5.13885 -0.81919 0.00 0.00 -0.02 0.42
H 0.01391 -3.02228 -1.42608 0.06 0.00 -0.01 0.39
N 2.75145 -1.94311 -6.43601 0.01 -0.01 -0.01 -0.60
C 2.02297 -1.64905 -5.58030 0.40 0.03 0.20 0.49
N 1.12888 -1.33574 -4.69121 -0.81 -0.09 -0.51 -0.75
C 1.17292 -0.99553 -3.47257 0.41 0.09 0.40 0.44
N 1.11031 -0.68337 -2.34296 0.01 -0.22 -0.37 -0.47
```
Positions in Å, forces in eV/Å.



No. 6
Here is a gas-phase ion, C2H7N4 (charge +1) in a non-equilibrium geometry from the OMol25 dataset. Energies are from ωB97M-V/def2-TZVPD.

Its expectation value of S² is 2.008. Its total charge is +1. Its HOMO-LUMO gap (alpha / beta) is 7.106 / 7.641 eV. The spin multiplicity is 3. The calculation puts the LUMO energy (alpha / beta) at -3.646 / -6.862 eV.

```
13
Properties=species:S:1:pos:R:3:forces:R:3:mulliken_charge:R:1
C 1.39217 0.10052 0.73902 1.86 -0.24 -0.76 -0.18
C 1.17341 -1.01962 -0.16160 -3.49 -3.29 -0.37 -0.33
N -2.82420 -0.04828 0.32719 -2.36 2.40 -0.85 -0.54
N 0.52096 0.36874 -0.38350 0.32 -0.60 -3.65 -0.01
N -0.86424 0.56622 -0.34149 2.60 0.72 -2.14 0.02
N -1.66792 -0.35694 0.13564 2.29 -3.29 1.41 0.06
H 0.87840 -0.01500 1.63816 -0.49 0.54 1.61 0.29
H 2.33987 0.62111 0.58959 -0.24 -0.06 0.89 0.26
H 1.80576 -1.52812 -0.86903 0.89 1.29 -0.62 0.31
H 0.36940 -1.91098 -0.05070 1.41 2.67 0.84 0.24
H -2.89501 0.98090 0.14435 -1.92 -0.71 1.26 0.30
H 0.94933 0.74024 -1.31320 -1.01 -0.30 2.32 0.38
H -1.17794 1.50121 -0.45441 0.12 0.86 0.05 0.21
```
Positions in Å, forces in eV/Å.